(1)
Density functional theory data (ωB97M-V/def2-TZVPD) for C4H6O2 as an isolated structure at a distorted geometry.

Geometry as ORCA input:
```
! RIJCOSX wB97M-V def2-TZVPD def2/J DEFGRID3
* xyz 0 1
C 1.58422 -0.23700 0.10543
C -0.85928 -0.95325 -0.28083
H -0.75393 -1.79845 0.40247
C 0.09953 0.10269 0.16086
H -1.48021 1.67130 0.02375
O 1.99309 -1.29995 -0.28627
H -1.88055 -0.57429 -0.24832
H 2.24349 0.54232 0.53832
H -0.63200 -1.30291 -1.29373
O -0.11738 0.83670 1.30615
H 0.20659 1.26252 -0.67248
C -0.40357 1.75033 0.24464
*
```

Calculated values
Lowest unoccupied orbital energy, eV: 0.2
Gap between HOMO and LUMO, eV: 9.1
HOMO level, Eh: -0.329
E_tot, a.u.: -306.32543
Energy above the lowest of the compared OMol25 structures with the same formula, charge and spin, kJ/mol: 474.9

Results of the Mulliken charge analysis, in e, for atoms 1 through 8: number 1, C, carries -0.165; number 2, C, carries -1.144; number 3, H, carries 0.301; number 4, C, carries 0.952; number 5, H, carries 0.206; number 6, O, carries -0.465; number 7, H, carries 0.366; number 8, H, carries 0.385


(2)
Density functional theory data (ωB97M-V/def2-TZVPD) for C4H5BeNO12S3 as an isolated structure at a distorted geometry.

Geometry as ORCA input:
```
! RIJCOSX wB97M-V def2-TZVPD def2/J DEFGRID3
* xyz -4 1
H 2.82629 0.50442 -1.72447
Be -0.14908 -0.33583 0.22544
C 1.67642 1.64680 -0.41825
N 1.95274 0.97218 -1.57441
H -1.14768 1.83780 -2.08815
S 1.96169 -2.20597 0.74824
O 1.55636 -1.62973 -0.58160
S -2.55615 -1.05709 -1.02857
O -3.76172 -1.48711 -0.29556
O 0.94254 -1.65009 1.66828
O -2.48631 1.21120 3.06727
H 2.45861 1.91307 0.27247
O -2.05858 0.26744 -0.46690
O 3.32147 -1.70433 1.11899
S -1.27303 0.36535 2.87314
O 1.95367 -3.68622 0.71683
O -0.18415 1.12069 2.14263
C -0.16726 1.62802 -1.70597
O -1.60779 -0.71736 1.91142
H -0.13440 2.72507 0.25317
H 0.73696 0.32787 -3.23108
C 0.78322 0.82223 -2.27564
O -2.84990 -0.90557 -2.48523
O -1.40094 -1.95675 -0.81026
O -0.78215 -0.14424 4.16796
C 0.38918 2.13815 -0.47976
*
```

Calculated values
Lowest unoccupied orbital energy, eV: 9.5
Gap between HOMO and LUMO, eV: 4.6
HOMO level, Eh: 0.179
E_tot, a.u.: -2322.12891

Results of the Mulliken charge analysis, in e, for atoms 1 through 8: number 1, H, carries 0.265; number 2, Be, carries 1.130; number 3, C, carries -0.510; number 4, N, carries 0.113; number 5, H, carries 0.316; number 6, S, carries 1.027; number 7, O, carries -0.652; number 8, S, carries 1.103


(3)
Density functional theory data (ωB97M-V/def2-TZVPD) for C44H45N3O5P as an isolated structure at a distorted geometry.

Geometry as ORCA input:
```
! RIJCOSX wB97M-V def2-TZVPD def2/J DEFGRID3
* xyz 1 1
C 0.23123 6.83787 -5.85490
C -2.06595 1.52088 -3.80653
H -0.38983 3.35586 -0.21783
C 4.00028 5.54662 -7.86505
O -2.26715 2.48004 4.45126
H -1.32088 3.94963 2.20533
C 0.14580 2.40008 2.59553
H 2.04525 1.74261 -6.45057
H -4.08715 2.18517 -0.70724
C 0.93073 4.94558 5.34263
C -4.06166 0.25684 -4.52870
O -5.99260 -0.80912 -5.15371
H 0.81150 6.01714 5.50478
H 1.09066 6.89297 -6.52462
H -0.40023 2.92674 -3.29112
C 1.49571 4.13050 6.33171
H 0.06752 5.01173 3.34858
H -1.50109 4.59064 -3.94022
O 1.62404 5.13724 -2.66055
H -0.30589 1.25130 -10.02804
C -0.55059 7.97102 -5.63100
H 4.11831 5.65371 -8.94313
H 4.42978 3.44651 0.56686
C -4.25642 2.06812 0.36444
C -1.26481 2.84541 2.20273
C -1.23760 2.66592 -0.26465
H 2.04924 2.09843 6.86938
C -2.79175 0.02513 0.78548
H 3.72592 4.49846 -1.52086
C 1.62019 2.75234 6.10554
C 5.00530 5.97072 -6.99814
H -2.55323 -0.14010 -0.26921
O -5.70208 -0.36520 -3.01483
C 0.83954 3.18935 -3.85935
H -1.12333 4.55305 -7.37435
H 1.84185 4.56607 7.26860
C 0.51484 4.38916 4.12829
C 0.49294 3.22636 -6.78199
H -4.23596 -0.27116 -6.60451
N -5.31932 -0.33581 -4.20978
C -1.64904 7.90327 -4.76926
C 1.22976 2.07028 -7.10148
C -4.34935 1.01584 3.23518
H -4.30183 -0.07555 3.11670
H -1.61955 3.29166 -9.45339
C -0.82575 2.94436 -8.78869
H -0.53743 1.56499 -5.34952
H 1.49007 0.44987 -8.49519
H 5.92256 6.40430 -7.39602
H -1.96666 0.62991 -7.15995
C -3.33113 0.91492 -3.52867
C 1.57478 3.90690 -2.76401
C -2.28426 2.32930 3.22902
H -4.51753 3.04571 0.79300
C -0.54574 3.65746 -7.62441
C 0.63161 3.01482 3.90166
C -1.56842 1.28412 -5.12984
C 2.61618 4.83808 -5.96385
C -3.59801 0.18194 -5.85220
H -2.44763 1.43179 -1.33216
C -1.22366 5.54238 -4.40038
H 2.98988 2.39997 0.58577
P 1.00688 4.18839 -5.34691
H 2.33140 4.57625 -0.38133
H -0.30229 8.90740 -6.13262
C -1.30933 2.28044 -2.83481
C 1.20551 2.20045 4.88856
H -3.79336 0.94637 -2.54003
C 3.63485 5.30137 -5.10528
H 5.60038 6.17586 -4.93518
H -1.96316 -0.35354 1.40139
C -3.02616 1.51469 1.09986
H 1.29143 1.12673 4.69033
H -5.31611 1.36212 2.84823
C -2.33670 0.70259 -6.13576
H 3.49056 5.26277 -4.02522
C -0.09157 1.79737 -9.10873
H -2.86068 6.61320 -3.51433
C 4.81941 5.84178 -5.62138
C 3.70369 2.92105 -0.05905
N -3.25509 1.66268 2.53823
C -1.65775 2.15409 -1.50109
C 2.99704 3.90527 -0.95014
H -2.24879 8.79346 -4.57175
N -1.78986 2.32803 0.92407
O 2.18378 3.11239 -1.86483
H 0.15559 1.29941 2.69392
H 4.25909 2.18279 -0.65145
H -3.70166 -0.54300 1.02576
H 2.06988 4.64407 -8.06313
H 0.83402 2.66843 1.77655
H -5.10030 1.37880 0.50676
C 0.92524 1.35456 -8.25493
C -1.99251 6.68493 -4.17077
H -4.27048 1.26701 4.29710
C -0.07821 5.62799 -5.20766
H 1.22159 2.17788 -4.00697
C 2.82871 4.98369 -7.35514
*
```

Calculated values
Lowest unoccupied orbital energy, eV: -4.3
Gap between HOMO and LUMO, eV: 6.2
HOMO level, Eh: -0.385
E_tot, a.u.: -2585.11266
Energy above the lowest of the compared OMol25 structures with the same formula, charge and spin, kJ/mol: 119.2

Results of the Mulliken charge analysis, in e, for atoms 1 through 8: number 1, C, carries -0.655; number 2, C, carries 0.361; number 3, H, carries 0.779; number 4, C, carries -0.781; number 5, O, carries -0.675; number 6, H, carries 0.319; number 7, C, carries 0.000; number 8, H, carries 0.414


(4)
Density functional theory data (ωB97M-V/def2-TZVPD) for C30H44N4OP2RuSi as an isolated structure at a distorted geometry.

Geometry as ORCA input:
```
! RIJCOSX wB97M-V def2-TZVPD def2/J DEFGRID3
* xyz 2 5
H 1.66121 1.71701 -0.06202
H -1.02242 1.38958 5.78632
C 2.64118 -2.42363 -3.79207
C 3.10920 -3.66017 -4.24064
O -0.23874 -0.59816 3.19491
H -3.19743 4.13711 -2.55360
H -1.84331 3.07650 4.19982
H -1.02319 -1.59780 6.89434
C 0.00833 3.61046 3.31607
H -1.87049 3.13874 -4.72216
H 1.48913 2.27201 4.11159
H -2.23003 -1.56473 5.58247
Si 0.01872 -0.72697 4.75341
C -1.75053 1.98727 2.53180
C -1.20900 2.81985 3.36546
C 0.32954 -0.45298 -2.46235
H 0.19956 0.60942 -2.15910
N 2.99088 -0.11004 -1.71917
H 4.27375 -0.70586 -0.11481
H 0.06001 4.13784 4.27709
C 3.19071 0.64127 -2.88150
H -4.23920 0.51207 -3.76145
H 2.38460 0.73010 -3.59569
H 2.23949 -1.05473 6.01167
H -0.97515 -2.85710 5.63437
C 5.12394 0.65862 -1.68550
H 0.75045 -0.50909 -3.46506
H 0.75731 1.59401 5.68566
C 1.29011 2.80898 3.18136
H -3.70439 1.98173 -0.96911
C 4.20784 -0.15839 -1.03404
H 2.40492 -1.24647 4.24418
C -0.91595 -1.33420 -2.35246
C 1.78547 -1.46240 5.10946
N -3.72309 -1.07249 -2.36013
C 1.53440 1.90580 2.02940
C -0.05093 0.86669 5.85914
C -1.51142 1.93479 1.06376
H 4.88851 1.83618 -3.61024
C -1.80536 1.30596 -3.53067
C 1.14958 -2.11536 0.73632
H 3.21881 -5.64118 -3.16038
C -0.26380 2.62735 0.43874
C -5.31654 -2.55908 -3.13390
C 4.46722 1.17121 -2.86440
H -1.38282 -1.46554 -3.33891
C -3.05145 2.07402 -1.82382
H 0.05579 0.53231 6.90762
H 0.64563 -2.49441 1.64845
H -6.13775 -1.12802 -4.69018
P 1.62561 -1.06648 -1.41125
H 6.13883 0.87904 -1.36990
C 1.04040 1.98642 0.80978
H -5.92894 -3.45883 -3.23090
Ru -0.10136 -0.66599 -0.07197
H -1.39246 0.80979 0.89874
C -2.13355 2.61443 -3.82679
H -2.43653 2.25806 0.54455
H 2.07137 3.56403 3.02576
H 2.56410 -1.47829 -4.32026
H 3.48013 -3.86661 -5.23585
H 1.68014 -2.53941 5.22124
H -0.78904 -2.32139 -1.84817
N -2.26698 0.99528 -2.25491
H 1.13493 -2.97321 -0.00017
H -1.30423 0.57964 -4.13703
N 2.21258 -2.53212 -2.46155
H -0.40878 2.52972 -0.65641
C -5.42986 -1.36137 -3.90083
C -1.18629 -1.79484 5.83035
C 2.43975 -3.84670 -2.08873
C 2.96814 -4.58272 -3.15385
H 2.25683 1.12666 2.22549
C -4.43642 -0.48403 -3.40716
C -4.25734 -2.34180 -2.22242
C -2.87761 3.11663 -2.71029
H 2.23187 -4.16432 -1.08588
H 2.24261 -1.91456 0.89916
P -2.08274 -0.43555 -1.26505
H -3.83117 -3.04436 -1.51290
H -2.30925 1.16364 2.91666
H -0.20836 3.70885 0.76707
H -0.11970 4.40234 2.55342
*
```

Calculated values
Lowest unoccupied orbital energy (alpha / beta), eV: -8.3 / -9.2
Gap between HOMO and LUMO (alpha / beta), eV: 4.3 / 3.4
HOMO level (alpha / beta), Eh: -0.464 / -0.464
E_tot, a.u.: -2529.88770

Results of the Mulliken charge analysis, in e, for atoms 1 through 8: number 1, H, carries 0.787; number 2, H, carries 0.317; number 3, C, carries -0.395; number 4, C, carries -0.579; number 5, O, carries -0.252; number 6, H, carries 0.510; number 7, H, carries 0.612; number 8, H, carries 0.335


(5)
Density functional theory data (ωB97M-V/def2-TZVPD) for one molecule with the formula C9H13NO2S2 at a distorted geometry.

Geometry as ORCA input:
```
! RIJCOSX wB97M-V def2-TZVPD def2/J DEFGRID3
* xyz 0 1
H 1.22354 0.53586 -1.58943
C 1.21590 0.77709 -0.58463
C -3.74574 0.88866 -0.27404
C 0.10496 1.72183 -0.17186
H -1.19363 -0.50426 -1.86299
H 3.06399 -1.08245 -1.32354
O -1.10942 -1.01779 1.59988
H 0.19904 2.20820 0.73708
C 1.50571 -0.53905 0.25401
O -1.70523 -2.43819 -0.32149
C 2.83673 -1.16091 -0.17918
H 1.84086 -1.19689 2.17592
C -1.29294 1.10466 -0.31840
H 2.14813 0.48953 2.02756
H 3.82262 -0.62168 0.33994
C -3.15839 -0.01737 -1.08252
C -1.74098 0.17680 -1.27438
H 0.66428 0.17866 2.14509
H 2.12826 1.45276 -0.36707
C 1.53995 -0.31367 1.71916
H -4.84416 0.99487 -0.03211
N 0.58090 -1.55136 -0.21056
S -0.82937 -1.48722 0.29405
H -3.73480 -0.83814 -1.58042
S -2.55015 1.84209 0.53270
H 2.89248 -2.14451 0.22506
H 0.13746 2.54248 -0.87784
*
```

Calculated values
Lowest unoccupied orbital energy, eV: 0.0
Gap between HOMO and LUMO, eV: 9.2
HOMO level, Eh: -0.337
E_tot, a.u.: -1352.22675
Energy above the lowest of the compared OMol25 structures with the same formula, charge and spin, kJ/mol: 317.5
SMILES: CC(C)(CCc1cccs1)N=S(=O)=O

Results of the Mulliken charge analysis, in e, for atoms 1 through 8: number 1, H, carries 0.539; number 2, C, carries -1.425; number 3, C, carries -0.411; number 4, C, carries -0.974; number 5, H, carries 0.780; number 6, H, carries 0.309; number 7, O, carries -0.460; number 8, H, carries 0.605


(6)
Density functional theory data (ωB97M-V/def2-TZVPD) for C3H5NO3 as an isolated structure at a distorted geometry.

Geometry as ORCA input:
```
! RIJCOSX wB97M-V def2-TZVPD def2/J DEFGRID3
* xyz 0 1
O -1.70414 -1.38644 0.51093
O -1.81380 -0.03448 -1.30173
C 0.75575 0.45172 1.31142
H 0.20586 -0.61248 1.42946
H 0.95891 -0.66858 -1.24173
H 0.06017 1.05810 2.07748
N 0.18678 -0.95739 -0.71277
H -0.97879 0.17993 -1.91358
H 1.81348 0.30632 1.56391
O 0.89918 1.68069 -1.05382
C -1.17192 -0.80291 -0.45417
C 0.78851 0.78552 -0.21540
*
```

Calculated values
Lowest unoccupied orbital energy, eV: -0.7
Gap between HOMO and LUMO, eV: 9.3
HOMO level, Eh: -0.368
E_tot, a.u.: -397.64467
Energy above the lowest of the compared OMol25 structures with the same formula, charge and spin, kJ/mol: 504.1

Results of the Mulliken charge analysis, in e, for atoms 1 through 8: number 1, O, carries -0.581; number 2, O, carries -0.455; number 3, C, carries -0.751; number 4, H, carries 0.300; number 5, H, carries 0.341; number 6, H, carries 0.311; number 7, N, carries -0.656; number 8, H, carries 0.433